1.
DFT (ωB97M-V/def2-TZVPD) results for C17H30Br2N2O5 as an isolated structure.

Positions of all 56 atoms, in Å:
1 C -1.721 1.513 3.430
2 C -0.617 0.459 3.537
3 C -0.720 -0.687 2.514
4 C 0.293 -0.610 1.347
5 C 1.402 -1.694 1.398
6 C -0.349 -0.577 -0.036
7 O 0.568 -0.223 -1.064
8 C 1.396 0.926 -0.855
9 C 1.685 1.549 -2.219
10 C 0.643 2.626 -2.551
11 C 3.103 2.142 -2.258
12 C 3.310 3.288 -1.252
13 C 4.189 1.063 -2.120
14 C -1.430 0.487 -0.210
15 O -1.451 1.581 0.231
16 O -2.353 0.057 -1.119
17 C -2.477 -1.327 -1.061
18 Br -3.861 -1.618 0.362
19 C -3.023 -1.883 -2.382
20 N -3.805 -3.094 -2.350
21 C -1.061 -1.885 -0.572
22 Br -1.303 -3.341 0.691
23 N -0.324 -2.380 -1.699
24 C 0.007 -3.519 -1.927
25 O 0.295 -4.607 -2.209
26 H -1.535 2.229 2.629
27 H -1.776 2.084 4.361
28 H -2.698 1.046 3.286
29 H -0.653 0.033 4.539
30 H 0.351 0.964 3.453
31 H -0.564 -1.626 3.047
32 H -1.748 -0.712 2.137
33 H 0.814 0.339 1.482
34 H 2.355 -1.255 1.696
35 H 1.544 -2.182 0.432
36 H 1.157 -2.476 2.116
37 H 0.905 1.656 -0.207
38 H 2.320 0.617 -0.353
39 H 1.610 0.766 -2.979
40 H -0.288 2.193 -2.920
41 H 1.024 3.282 -3.339
42 H 0.435 3.257 -1.685
43 H 3.217 2.573 -3.259
44 H 2.649 3.213 -0.384
45 H 3.149 4.267 -1.703
46 H 4.332 3.274 -0.865
47 H 5.099 1.368 -2.638
48 H 3.850 0.101 -2.511
49 H 4.463 0.908 -1.072
50 H -3.634 -1.080 -2.797
51 H -2.173 -2.031 -3.045
52 H -4.751 -2.922 -2.043
53 H -3.394 -3.824 -1.785
54 O -2.542 -1.186 5.474
55 H -2.463 -2.138 5.591
56 H -3.452 -0.986 5.715

ΔE to the lowest compared entry with this formula, charge and spin: 0.000 eV
Frontier orbital gap: 9.67 eV
HOMO: -0.35410 Eh
LUMO energy: 0.04 eV

Löwdin population analysis, charges in e, atoms 1 to 8: C -0.105; C -0.242; C -0.189; C -0.281; C -0.057; C -0.330; O -0.063; C -0.153

***

2.
DFT (ωB97M-V/def2-TZVPD) results for a 2-piece molecular cluster, C2H8O2 overall.

Positions of all 12 atoms, in Å:
1 C 1.779 0.191 -1.016
2 O 1.652 0.190 -2.398
3 H 1.547 1.141 -0.534
4 H 1.234 -0.561 -0.445
5 H 2.820 0.136 -0.697
6 H 2.089 0.931 -2.825
7 C -1.490 -0.388 1.273
8 O -2.634 0.136 1.906
9 H -1.478 -0.139 0.211
10 H -0.622 -0.095 1.863
11 H -1.535 -1.474 1.350
12 H -3.360 -0.068 1.313

ΔE to the lowest compared entry with this formula, charge and spin: 1.260 eV
Charge: +1
Frontier orbital gap (alpha / beta): 13.76 / 2.78 eV
Multiplicity: 2
HOMO (alpha / beta): -0.61886 / -0.49980 Eh
LUMO energy (alpha / beta): -3.08 / -10.82 eV

Löwdin population analysis, charges in e, atoms 1 to 8: C -0.082; O 0.093; H 0.119; H 0.095; H 0.130; H 0.135; C -0.064; O 0.095

***

3.
DFT (ωB97M-V/def2-TZVPD) results for a 13-piece molecular cluster, C56H70F32O22 overall.

Positions of all 180 atoms, in Å:
1 O -1.210 -6.616 -2.972
2 C -1.505 -5.602 -3.456
3 O -1.013 -4.470 -2.890
4 C -1.399 -3.262 -3.598
5 C -1.835 -3.793 -4.961
6 C -2.032 -5.303 -4.843
7 H -0.533 -2.615 -3.723
8 H -2.128 -2.719 -2.996
9 H -1.048 -3.586 -5.680
10 H -2.774 -3.383 -5.338
11 H -1.410 -5.835 -5.562
12 H -3.037 -5.693 -4.993
13 O 1.107 0.432 8.869
14 C 0.577 0.821 7.880
15 O -0.599 1.480 7.905
16 C -1.151 1.639 6.561
17 C 0.093 1.647 5.680
18 C 1.011 0.645 6.416
19 H -1.712 2.567 6.652
20 H -1.762 0.742 6.397
21 H 0.591 2.618 5.651
22 H -0.132 1.344 4.660
23 H 2.081 0.784 6.367
24 H 0.611 -0.353 6.197
25 O -0.459 -1.458 -7.850
26 C 0.360 -1.192 -7.051
27 O 0.904 -2.113 -6.219
28 C 2.009 -1.553 -5.476
29 C 1.900 -0.046 -5.699
30 C 0.998 0.199 -6.914
31 H 2.943 -1.887 -5.926
32 H 1.878 -1.727 -4.412
33 H 2.898 0.389 -5.758
34 H 1.376 0.414 -4.861
35 H 1.615 0.402 -7.789
36 H 0.243 0.965 -6.787
37 O 0.262 4.810 -3.542
38 C 1.396 4.665 -3.813
39 O 2.315 5.595 -3.480
40 C 3.644 5.080 -3.624
41 C 3.520 3.571 -3.818
42 C 2.094 3.400 -4.317
43 H 4.396 5.378 -2.908
44 H 3.930 5.506 -4.595
45 H 3.676 3.044 -2.874
46 H 4.294 3.245 -4.511
47 H 1.593 2.546 -3.891
48 H 2.103 3.457 -5.408
49 O -4.226 3.917 -8.496
50 C -3.409 4.126 -7.719
51 O -2.096 3.972 -8.054
52 C -1.287 4.526 -7.047
53 C -2.150 4.659 -5.787
54 C -3.525 4.823 -6.389
55 H -0.920 5.527 -7.292
56 H -0.411 3.984 -6.681
57 H -1.780 5.387 -5.071
58 H -2.149 3.719 -5.228
59 H -3.839 5.846 -6.616
60 H -4.316 4.384 -5.784
61 O -5.808 6.273 -1.467
62 C -5.087 5.341 -1.529
63 O -4.883 4.559 -0.449
64 C -3.992 3.473 -0.710
65 C -3.530 3.624 -2.170
66 C -4.170 4.949 -2.659
67 H -4.398 2.485 -0.496
68 H -3.212 3.570 0.053
69 H -3.855 2.739 -2.711
70 H -2.452 3.762 -2.253
71 H -4.723 4.719 -3.568
72 H -3.451 5.728 -2.891
73 O -3.978 -5.411 1.276
74 C -4.243 -4.785 2.251
75 O -5.450 -4.160 2.345
76 C -5.487 -3.298 3.489
77 C -4.488 -3.930 4.459
78 C -3.478 -4.705 3.576
79 H -6.478 -3.346 3.923
80 H -5.154 -2.284 3.270
81 H -4.961 -4.671 5.104
82 H -3.920 -3.277 5.122
83 H -3.349 -5.693 3.997
84 H -2.581 -4.189 3.229
85 O -2.669 1.365 -6.421
86 C -3.736 1.019 -6.823
87 O -3.898 0.847 -8.144
88 C -5.300 0.600 -8.435
89 C -5.828 0.088 -7.114
90 C -5.020 0.825 -6.042
91 H -5.384 -0.044 -9.308
92 H -5.669 1.561 -8.810
93 H -5.633 -0.988 -7.096
94 H -6.914 0.175 -7.043
95 H -4.797 0.180 -5.198
96 H -5.536 1.749 -5.796
97 O -3.741 0.321 -3.228
98 C -4.072 -0.425 -2.362
99 O -4.194 -1.746 -2.567
100 C -4.562 -2.484 -1.377
101 C -4.672 -1.425 -0.266
102 C -4.326 -0.080 -0.919
103 H -3.752 -3.149 -1.087
104 H -5.494 -3.009 -1.532
105 H -4.098 -1.689 0.618
106 H -5.699 -1.252 0.064
107 H -3.504 0.410 -0.389
108 H -5.117 0.659 -0.787
109 C 6.249 3.506 4.355
110 C 5.161 2.490 4.080
111 C 3.782 3.103 3.885
112 F 3.721 3.835 2.731
113 F 2.798 2.157 3.872
114 F 5.603 1.828 2.967
115 F 5.135 1.579 5.054
116 O 5.828 4.418 5.373
117 C 6.761 5.347 5.654
118 C 6.225 6.284 6.730
119 F 7.092 7.322 6.963
120 F 4.964 6.789 6.479
121 F 7.875 4.789 6.108
122 F 7.040 6.073 4.542
123 H 6.595 4.044 3.474
124 H 7.107 2.948 4.740
125 H 3.589 3.797 4.712
126 H 6.151 5.766 7.698
127 C -0.081 0.216 0.025
128 C -0.787 -0.620 1.053
129 C -1.218 -1.951 0.422
130 F -0.155 -2.572 -0.176
131 F -1.832 -2.804 1.277
132 F -0.009 -0.898 2.153
133 F -1.929 -0.052 1.621
134 O -0.824 0.356 -1.162
135 C -0.229 1.062 -2.159
136 C -1.168 1.070 -3.351
137 F -0.784 1.891 -4.337
138 F -1.377 -0.162 -3.971
139 F -0.135 2.362 -1.796
140 F 0.995 0.564 -2.434
141 H 0.842 -0.345 -0.166
142 H 0.297 1.149 0.454
143 H -1.890 -1.749 -0.426
144 H -2.202 1.243 -3.028
145 C 5.561 -1.458 4.290
146 C 5.955 -2.226 5.518
147 C 7.429 -2.636 5.564
148 F 8.245 -1.509 5.257
149 F 7.833 -3.140 6.825
150 F 5.732 -1.385 6.607
151 F 5.188 -3.335 5.796
152 O 5.596 -2.273 3.146
153 C 5.230 -1.689 1.933
154 C 3.720 -1.503 1.789
155 F 3.193 -0.451 2.482
156 F 3.474 -1.280 0.456
157 F 5.978 -0.571 1.783
158 F 5.653 -2.608 1.047
159 H 6.174 -0.555 4.183
160 H 4.620 -0.949 4.564
161 H 7.720 -3.461 4.889
162 H 3.251 -2.452 2.067
163 C 1.800 -4.362 6.407
164 C 1.899 -3.726 5.036
165 C 0.564 -3.838 4.292
166 F -0.511 -3.529 5.105
167 F 0.502 -3.200 3.108
168 F 2.258 -2.381 5.266
169 F 2.959 -4.230 4.332
170 O 1.654 -5.760 6.342
171 C 1.690 -6.383 7.529
172 C 1.502 -7.862 7.244
173 F 1.656 -8.693 8.317
174 F 0.331 -8.152 6.622
175 F 2.903 -6.244 8.105
176 F 0.766 -5.871 8.355
177 H 1.022 -3.940 7.043
178 H 2.704 -4.090 6.962
179 H 0.441 -4.918 4.101
180 H 2.285 -8.208 6.558

ΔE to the lowest compared entry with this formula, charge and spin: 0.000 eV
Frontier orbital gap: 9.76 eV
HOMO: -0.36435 Eh
LUMO energy: -0.15 eV

Löwdin population analysis, charges in e, atoms 1 to 8: O 0.153; C -0.514; O 0.011; C -0.129; C -0.131; C -0.061; H 0.102; H 0.091

***

4.
DFT (ωB97M-V/def2-TZVPD) results for H18KrO9 as an isolated structure.

Positions of all 28 atoms, in Å:
1 Kr 0.824 9.756 -1.782
2 O 2.560 11.378 0.597
3 H 1.818 11.943 0.812
4 H 3.178 11.954 0.148
5 O 0.274 12.260 -5.408
6 H -0.371 11.833 -4.844
7 H 0.188 13.192 -5.208
8 O -1.804 9.473 0.922
9 H -1.892 8.753 1.546
10 H -2.101 9.106 0.089
11 O 4.339 11.747 -2.782
12 H 4.254 10.811 -2.597
13 H 4.778 12.105 -2.010
14 O 2.869 8.515 0.491
15 H 2.050 8.031 0.386
16 H 2.613 9.436 0.428
17 O 2.215 13.237 -3.146
18 H 2.909 12.618 -2.918
19 H 1.746 12.817 -3.867
20 O -2.050 7.247 -3.019
21 H -2.687 7.774 -2.536
22 H -1.818 7.785 -3.776
23 O -1.799 11.358 -3.972
24 H -2.129 11.520 -3.089
25 H -2.516 11.620 -4.549
26 O 4.106 8.741 -2.237
27 H 3.518 8.171 -2.733
28 H 3.801 8.672 -1.332

ΔE to the lowest compared entry with this formula, charge and spin: 0.593 eV
Frontier orbital gap: 10.03 eV
HOMO: -0.37694 Eh
LUMO energy: -0.22 eV

Löwdin population analysis, charges in e, atoms 1 to 8: Kr 0.253; O -0.062; H 0.055; H 0.044; O -0.061; H -0.034; H 0.036; O -0.064

***

5.
DFT (ωB97M-V/def2-TZVPD) results for C70H69N9O2PtS3Te as an isolated structure.

Positions of all 155 atoms, in Å:
1 Pt 0.035 0.381 -0.436
2 N 1.991 -0.104 -0.328
3 S 3.307 -0.004 0.305
4 N 3.840 -1.445 0.957
5 S 3.603 -2.767 0.169
6 N 2.265 -2.953 -0.600
7 S 0.707 -2.878 -0.075
8 N -0.130 -1.667 -0.076
9 C 0.771 -3.589 1.575
10 C 0.941 -2.711 2.636
11 C 1.120 -3.221 3.911
12 C 1.114 -4.594 4.116
13 C 0.906 -5.463 3.054
14 C 0.739 -4.963 1.773
15 C 0.044 -4.237 -1.059
16 C -1.306 -4.522 -0.941
17 C -1.825 -5.623 -1.604
18 C -0.999 -6.431 -2.373
19 C 0.352 -6.134 -2.491
20 C 0.877 -5.036 -1.829
21 C 4.838 -2.966 -1.079
22 C 6.101 -2.462 -0.785
23 C 7.099 -2.537 -1.737
24 C 6.844 -3.132 -2.967
25 C 5.590 -3.663 -3.237
26 C 4.580 -3.584 -2.295
27 C 4.005 -4.032 1.334
28 C 4.555 -3.680 2.561
29 C 5.045 -4.676 3.388
30 C 4.992 -6.004 2.987
31 C 4.449 -6.343 1.753
32 C 3.959 -5.360 0.917
33 C 3.546 1.069 1.670
34 C 2.340 1.728 2.088
35 C 2.275 2.934 2.689
36 C 3.374 3.886 2.900
37 C 5.081 1.981 3.444
38 C 4.796 1.134 2.242
39 C 4.484 0.414 -1.007
40 C 4.154 -0.105 -2.256
41 C 4.918 0.230 -3.361
42 C 5.986 1.109 -3.223
43 C 6.291 1.645 -1.981
44 C 5.543 1.295 -0.863
45 H 0.961 -1.644 2.442
46 H 1.277 -2.552 4.747
47 H 1.292 -4.993 5.107
48 H 0.890 -6.532 3.218
49 H 0.592 -5.633 0.937
50 H -1.943 -3.885 -0.348
51 H -2.878 -5.853 -1.508
52 H -1.406 -7.295 -2.880
53 H 0.999 -6.764 -3.086
54 H 1.925 -4.794 -1.888
55 H 6.266 -2.000 0.181
56 H 8.077 -2.131 -1.521
57 H 7.622 -3.182 -3.715
58 H 5.391 -4.136 -4.189
59 H 3.589 -3.955 -2.508
60 H 4.590 -2.633 2.831
61 H 5.479 -4.416 4.344
62 H 5.381 -6.778 3.635
63 H 4.422 -7.379 1.442
64 H 3.553 -5.601 -0.059
65 H 1.416 1.201 1.864
66 H 1.301 3.296 2.999
67 H 3.073 4.827 3.346
68 H 6.130 1.857 3.714
69 H 5.611 0.561 1.817
70 H 3.288 -0.749 -2.341
71 H 4.672 -0.181 -4.331
72 H 6.574 1.387 -4.088
73 H 7.100 2.355 -1.880
74 H 5.780 1.719 0.104
75 C -2.390 -1.430 -2.543
76 C -2.780 -1.298 -1.095
77 O -3.353 -2.223 -0.480
78 N -2.507 -0.165 -0.436
79 Te -2.526 -1.475 1.984
80 C -3.487 -2.484 3.635
81 C -3.736 -1.814 4.839
82 C -3.177 -0.446 5.124
83 C -4.495 -2.449 5.816
84 C -4.988 -3.734 5.643
85 C -5.844 -4.384 6.692
86 C -4.659 -4.412 4.472
87 C -3.917 -3.806 3.472
88 C -3.577 -4.559 2.212
89 C -3.947 0.110 2.073
90 C -5.296 -0.130 1.792
91 C -5.847 -1.514 1.584
92 C -6.148 0.964 1.672
93 C -5.702 2.268 1.818
94 C -6.634 3.431 1.632
95 C -4.361 2.475 2.124
96 C -3.472 1.418 2.247
97 C -2.030 1.699 2.570
98 H -2.599 -2.431 -2.910
99 H -1.323 -1.210 -2.622
100 H -2.933 -0.694 -3.136
101 H -2.204 -0.339 4.642
102 H -3.049 -0.296 6.195
103 H -3.840 0.336 4.750
104 H -4.702 -1.923 6.741
105 H -5.927 -3.749 7.572
106 H -5.426 -5.345 6.992
107 H -6.846 -4.567 6.302
108 H -5.001 -5.432 4.334
109 H -3.917 -5.592 2.269
110 H -2.494 -4.560 2.061
111 H -4.046 -4.091 1.342
112 H -5.257 -2.042 0.835
113 H -6.880 -1.467 1.242
114 H -5.820 -2.084 2.514
115 H -7.190 0.784 1.435
116 H -7.616 3.092 1.306
117 H -6.243 4.122 0.884
118 H -6.754 3.984 2.565
119 H -4.000 3.488 2.263
120 H -1.854 2.772 2.635
121 H -1.365 1.290 1.804
122 H -1.747 1.257 3.526
123 C 6.070 3.924 5.424
124 C 5.546 4.413 4.104
125 C 5.752 5.681 3.697
126 C 5.480 6.140 2.356
127 C 4.951 5.314 1.433
128 N 4.936 5.682 0.068
129 C 4.821 4.922 -1.082
130 O 5.555 5.129 -2.030
131 N 3.884 3.901 -1.173
132 C 2.569 3.787 -0.714
133 C 1.908 4.770 0.016
134 C 0.566 4.562 0.293
135 C -0.041 3.376 -0.048
136 N 0.612 2.385 -0.678
137 C 1.875 2.632 -1.056
138 C 4.465 3.998 1.838
139 C 4.802 3.479 3.234
140 H 6.318 4.772 6.061
141 H 6.978 3.333 5.282
142 H 5.345 3.298 5.947
143 H 6.247 6.377 4.364
144 H 5.821 7.132 2.081
145 H 5.531 6.476 -0.121
146 H 4.082 3.345 -1.993
147 H 2.409 5.680 0.311
148 H -0.006 5.341 0.778
149 H -1.088 3.216 0.143
150 H 2.349 1.884 -1.676
151 H 4.385 3.266 1.052
152 H 4.465 1.650 4.290
153 N -2.251 2.027 -1.366
154 C -1.873 0.929 -0.912
155 H -3.247 2.191 -1.480

Charge: +1
Frontier orbital gap (alpha / beta): 3.80 / 4.42 eV
Multiplicity: 4
HOMO (alpha / beta): -0.22444 / -0.31080 Eh
LUMO energy (alpha / beta): -2.31 / -4.04 eV

Löwdin population analysis, charges in e, atoms 1 to 8: Pt 1.091; N -0.471; S 0.777; N -0.341; S 0.883; N -0.370; S 0.794; N -0.439

***

Ordered energy results: -6299.48778 -231.03593 -7026.90189 -3441.55921 -4933.40115; unit Eh.